Entry 1:
The following is a DFT calculation (the ωB97M-V functional and the def2-TZVPD basis) of one molecule with the formula C19H26ClNO3S.

Kohn-Sham gap	9.3	eV
energy	-51116.761	eV
highest occupied orbital energy	-0.322	Ha
SMILES	CCOC(=O)[C@@]1(Cc2cccc(Cl)c2)CCCN(C(=O)CCSC)C1
ΔE to the lowest compared entry with this formula, charge and spin	0.152	eV

```
51
Properties=species:S:1:pos:R:3:forces:R:3
C 3.2258 1.9209 2.3066 -0.4 -0.2 -0.1
C 1.9350 1.3213 2.8320 0.2 0.2 0.5
H 2.1073 0.3393 3.2853 -0.1 0.1 0.0
H 1.4615 1.9724 3.5738 0.1 -0.1 -0.1
O 1.0308 1.1389 1.7369 0.3 0.2 -0.2
C -0.2634 1.0555 2.0330 -0.6 0.0 0.0
O -0.7061 1.2235 3.1394 0.1 0.0 0.1
C -1.1298 0.6934 0.8219 -0.1 0.0 0.1
C -0.8303 -0.7814 0.4737 -0.1 -0.1 0.3
N 0.4916 -0.9365 -0.0870 -0.3 -0.2 -0.1
C 1.4813 -1.4109 0.7111 0.4 0.0 -0.3
O 1.2488 -1.8604 1.8170 0.0 -0.1 0.5
C 2.8898 -1.4463 0.1371 -0.2 -0.1 0.2
C 3.0444 -2.6552 -0.7786 0.6 0.1 -0.3
H 2.9166 -3.5737 -0.2074 -0.1 0.0 0.0
H 2.3243 -2.6466 -1.5978 -0.1 -0.1 0.1
S 4.7109 -2.7744 -1.5115 -0.2 0.0 -0.1
C 4.5873 -1.4830 -2.7833 -0.1 -0.3 0.5
H 5.5098 -1.5217 -3.3521 0.1 0.1 -0.1
H 4.4862 -0.5052 -2.3205 0.0 0.1 -0.1
H 3.7429 -1.6933 -3.4343 0.0 0.1 -0.1
H 3.5769 -1.5560 0.9777 -0.1 0.1 -0.1
H 3.1275 -0.5200 -0.3857 0.0 0.0 0.0
C 0.6427 -0.2176 -1.3308 0.2 0.4 -0.1
H -0.1495 -0.5589 -2.0088 0.1 0.0 0.0
C 0.4917 1.2838 -1.0828 0.0 -0.1 -0.2
C -0.8480 1.5733 -0.4075 0.3 0.0 0.1
H -1.6435 1.3845 -1.1325 0.0 0.0 0.0
H -0.8960 2.6257 -0.1203 -0.1 0.1 0.0
H 1.3117 1.6254 -0.4526 0.0 0.0 -0.1
H 0.5403 1.8185 -2.0332 0.0 0.0 0.0
H 1.6005 -0.4350 -1.7977 0.0 -0.1 0.0
H -1.5627 -1.1282 -0.2619 0.0 0.0 0.1
H -0.8911 -1.4014 1.3705 -0.1 0.0 -0.1
C -2.6003 0.8483 1.2786 0.2 -0.1 0.0
C -3.6167 0.4179 0.2639 -0.1 0.0 0.0
C -4.1287 1.3308 -0.6512 -0.1 -0.1 0.0
C -5.0529 0.9221 -1.5979 0.1 -0.2 0.1
C -5.4923 -0.3900 -1.6500 0.0 0.1 0.0
C -4.9987 -1.2939 -0.7251 0.0 0.0 0.0
C -4.0726 -0.8959 0.2226 0.0 0.1 0.0
H -3.7077 -1.6084 0.9471 0.1 -0.1 0.1
H -5.3443 -2.3164 -0.7443 0.0 -0.1 0.0
H -6.2137 -0.6928 -2.3920 -0.1 0.0 -0.1
Cl -5.6695 2.0763 -2.7320 -0.1 0.1 -0.1
H -3.8204 2.3646 -0.6202 0.0 0.1 0.0
H -2.7575 1.8976 1.5347 0.0 0.0 0.1
H -2.7238 0.2655 2.1924 0.0 0.1 0.0
H 3.6815 1.2566 1.5772 0.1 0.0 -0.1
H 3.9183 2.0644 3.1307 0.1 0.0 0.1
H 3.0342 2.8824 1.8358 0.0 0.1 0.0
```
Positions in Å, forces in eV/Å.

=====

Entry 2:
The following is a DFT calculation (the ωB97M-V functional and the def2-TZVPD basis) of one molecule with the formula C19H26FN3O3.

Kohn-Sham gap	8.7	eV
energy	-33455.663	eV
highest occupied orbital energy	-0.292	Ha
SMILES	CCN1C(C)=C(C(=O)OC)[C@H](c2cccc(F)c2)N/C1=N\CCCCO
ΔE to the lowest compared entry with this formula, charge and spin	1.603	eV

```
52
Properties=species:S:1:pos:R:3:forces:R:3
C -2.5432 -3.6985 -0.0388 0.1 0.2 -0.2
H -1.7287 -4.0284 0.5991 0.0 -0.1 0.1
H -2.8967 -4.5441 -0.6224 -0.1 -0.1 0.0
H -3.3563 -3.3432 0.5904 -0.1 0.0 0.1
C -2.0318 -2.6038 -0.9715 -0.2 -0.5 -0.1
N -1.5538 -1.4431 -0.2410 -0.1 0.2 0.0
C -2.3243 -0.3316 -0.0248 -0.1 0.6 0.2
C -1.7842 0.7945 0.5187 0.4 -0.4 0.2
C -2.4051 2.0926 0.7326 -0.3 0.3 0.1
O -1.8652 2.9854 1.3555 -0.1 -0.1 -0.1
O -3.6166 2.2793 0.1538 0.2 -0.3 -0.1
C -4.1794 3.5675 0.3403 0.0 0.4 0.2
H -5.1213 3.5671 -0.2028 0.0 0.0 0.0
H -3.5091 4.3355 -0.0512 -0.1 0.0 0.0
H -4.3475 3.7613 1.4020 0.0 0.0 -0.1
C -0.3431 0.7956 0.9777 -0.2 0.3 -0.1
N 0.1355 -0.5597 1.1155 0.1 -0.2 0.2
C -0.2558 -1.5498 0.2646 0.5 -0.4 0.1
N 0.4062 -2.5983 -0.0373 -0.2 -0.1 -0.2
C 1.7775 -2.7369 0.3847 -0.1 0.2 0.0
C 2.7231 -1.9094 -0.5081 0.1 -0.1 0.2
H 2.2106 -0.9966 -0.8224 0.0 0.0 0.0
H 2.9381 -2.4832 -1.4105 -0.1 0.0 -0.1
C 4.0313 -1.5306 0.1909 -0.3 0.3 0.1
H 4.8343 -1.4479 -0.5436 0.1 0.0 0.1
C 3.9501 -0.1878 0.9139 0.6 0.0 -0.5
O 2.9775 -0.2387 1.9427 -0.3 -0.1 0.4
H 2.9822 0.6002 2.4153 0.0 0.0 0.0
H 4.9325 0.0511 1.3437 -0.1 0.0 -0.1
H 3.6867 0.6004 0.1933 0.0 -0.1 0.0
H 4.3051 -2.3066 0.9070 0.1 -0.1 0.0
H 2.0219 -3.7987 0.2875 0.1 0.1 0.2
H 1.9219 -2.4570 1.4352 0.0 -0.1 0.0
H 1.1013 -0.6160 1.4219 0.0 0.0 -0.1
C 0.5482 1.5669 0.0218 0.2 0.1 0.0
C 0.6078 1.2098 -1.3209 -0.1 0.0 0.0
C 1.4747 1.8543 -2.1853 -0.1 -0.1 0.0
C 2.3004 2.8661 -1.7249 0.1 0.2 0.2
C 2.2253 3.2152 -0.3895 0.0 -0.1 -0.1
C 1.3673 2.5832 0.4907 0.1 0.1 -0.1
H 1.3271 2.8957 1.5223 0.0 0.1 0.1
F 3.0333 4.1939 0.0769 -0.1 -0.1 0.0
H 2.9869 3.3798 -2.3789 0.1 0.1 0.0
H 1.5125 1.5660 -3.2250 0.0 0.0 -0.1
H -0.0292 0.4196 -1.6905 -0.1 -0.1 -0.1
H -0.2942 1.2792 1.9620 0.0 -0.1 -0.2
C -3.7666 -0.4280 -0.4164 -0.1 0.0 0.1
H -3.8867 -0.2330 -1.4819 0.0 0.0 -0.1
H -4.3456 0.3149 0.1188 0.0 -0.1 -0.1
H -4.1666 -1.4120 -0.1915 0.0 -0.1 0.0
H -2.7983 -2.2987 -1.6827 0.1 0.0 0.0
H -1.1698 -2.9938 -1.5169 -0.2 0.1 0.0
```
Positions in Å, forces in eV/Å.

=====

Entry 3:
The following is a DFT calculation (the ωB97M-V functional and the def2-TZVPD basis) of C19H26I2N2O3RuSi as an isolated structure.

Kohn-Sham gap	7.1	eV
energy	-55910.181	eV
highest occupied orbital energy	-0.271	Ha
ΔE to the lowest compared entry with this formula, charge and spin	0.000	eV

```
54
Properties=species:S:1:pos:R:3:forces:R:3
Ru -0.0273 0.2010 0.1206 -0.1 -0.2 -0.6
I 5.1067 4.1123 -3.6607 0.0 0.0 0.0
C 4.0494 2.7935 -2.4390 0.0 0.0 0.0
C 4.3399 1.4381 -2.4607 0.0 -0.1 0.0
C 3.6385 0.5683 -1.6465 0.0 0.1 0.0
I 4.0822 -1.4625 -1.7163 0.0 0.0 0.0
C 2.6330 1.0052 -0.7560 0.0 0.0 0.2
O 2.0432 0.1569 0.0478 0.1 0.0 -0.2
C 2.3506 2.4017 -0.7784 -0.1 -0.1 0.0
C 1.2616 2.9479 0.1007 0.1 0.0 0.1
N -0.0048 2.2587 -0.2240 0.1 0.1 0.0
C -1.2314 2.8161 0.3572 -0.1 0.0 0.1
C -2.3901 1.9180 -0.0131 -0.1 -0.1 -0.1
C -3.6893 2.3753 -0.1520 0.1 0.0 0.0
C -4.6817 1.4703 -0.4941 -0.1 0.0 0.0
C -4.3514 0.1433 -0.7171 0.0 0.0 0.0
C -3.0331 -0.2456 -0.5683 0.0 0.1 -0.1
N -2.0857 0.6211 -0.2062 0.3 0.1 0.4
C 3.0507 3.2670 -1.6076 0.0 0.0 0.0
H 5.1077 1.0532 -3.1178 0.0 0.0 0.0
H 1.1532 4.0279 -0.0421 0.1 0.0 0.0
H 1.4751 2.7593 1.1514 -0.1 0.0 0.0
H -0.0841 2.2735 -1.2432 -0.1 0.2 0.0
H -1.4154 3.8482 0.0397 0.0 0.0 0.0
H -1.1086 2.8162 1.4430 0.0 0.0 0.0
H -3.9139 3.4216 0.0057 0.0 0.0 0.0
H -5.7059 1.8038 -0.5988 0.0 0.0 0.0
H -5.0975 -0.5830 -1.0062 0.0 0.0 0.0
H -2.6748 -1.2549 -0.7367 0.0 0.0 0.0
H 2.8146 4.3245 -1.5893 0.0 0.0 0.0
C -2.0060 -1.0612 2.3351 0.0 0.0 0.0
O -0.8798 -0.3245 2.8091 0.1 0.1 -0.2
C 0.0057 0.2174 1.9494 -0.3 0.1 0.4
C 1.1043 0.8103 2.8013 0.1 -0.1 -0.1
H -2.9017 -0.4449 2.4292 0.0 0.0 0.0
H -2.0955 -1.9338 2.9786 0.0 0.0 0.0
H -1.8598 -1.3775 1.3067 0.1 -0.1 0.1
H 1.1141 0.3598 3.7923 0.0 0.0 0.0
H 0.9294 1.8823 2.9278 0.0 0.0 0.0
H 2.0641 0.6726 2.3062 0.0 0.0 0.0
C -1.3965 -4.1734 0.2969 0.0 0.0 0.0
Si 0.1048 -3.2016 -0.3069 0.1 0.3 -0.1
C 0.6687 -4.0113 -1.8983 0.0 -0.1 0.0
C 1.4362 -3.3242 1.0024 0.0 0.0 0.1
O -0.2755 -1.6481 -0.6201 -0.2 -0.2 0.4
H -1.1505 -5.2367 0.3684 0.0 0.0 0.0
H -2.2376 -4.0830 -0.3972 0.0 0.0 0.0
H -1.7367 -3.8565 1.2842 0.0 0.0 0.0
H 0.8442 -5.0820 -1.7598 0.0 0.0 0.0
H 1.5964 -3.5571 -2.2523 0.0 0.0 0.0
H -0.0813 -3.8938 -2.6840 0.0 0.0 0.0
H 1.6349 -4.3587 1.2952 0.0 0.0 0.0
H 1.1405 -2.7721 1.9001 0.0 0.0 0.0
H 2.3659 -2.8786 0.6435 0.0 0.0 0.0
```
Positions in Å, forces in eV/Å.

=====

- The lowest Kohn-Sham gap belongs to which entry?
  C19H26I2N2O3RuSi

=====

- Look up the highest occupied orbital energy of the third one.
  -0.271 Ha